1.
ORCA calculation (ωB97M-V with the def2-TZVPD basis set) on a molecular structure, C45H45CuN2O2P2Te4.

Highest occupied orbital energy (spin up / spin down)   -2.74 / -2.74 eV
HOMO-LUMO gap (spin up / spin down)   4.2094 / 3.8266 eV
Charge   -1
E_LUMO (spin up / spin down)   1.47 / 1.09 eV
Spin multiplicity   2
Energy relative to the best compared isomer or geometry (same formula, charge and spin)   0.0 kcal per mole

Element x y z (Å)
Cu (-0.47679, -1.43825, -1.91117)
C (3.94772, 3.52189, 4.00645)
C (2.70715, 3.48619, 3.09864)
C (1.80997, 4.69634, 3.41351)
C (1.92409, 2.20518, 3.35415)
C (1.54819, 1.85056, 4.64726)
C (0.79653, 0.71480, 4.88955)
C (0.41402, -0.09607, 3.83106)
C (0.77502, 0.20008, 2.52271)
P (0.16977, -0.73484, 1.02690)
C (0.34495, -2.48259, 1.57944)
C (1.13333, -2.94963, 2.63281)
C (1.29091, -4.31271, 2.86226)
C (0.68161, -5.24323, 2.03596)
C (-0.08364, -4.79647, 0.96507)
C (-0.24722, -3.44011, 0.74516)
C (-1.57904, -0.37542, 1.04371)
C (-2.00860, 0.41044, -0.17681)
C (-3.41676, 0.91653, 0.02202)
C (-4.21786, 0.54608, 1.05055)
C (-3.79375, -0.34040, 2.08245)
C (-2.45252, -0.73355, 2.04997)
C (1.51499, 1.36986, 2.32112)
O (1.78297, 1.66887, 1.01062)
C (2.65391, 2.66126, 0.69429)
C (3.02759, 2.71445, -0.65311)
C (3.92968, 3.69626, -1.04186)
C (4.41508, 4.61705, -0.12617)
C (4.01499, 4.54242, 1.19639)
C (3.13956, 3.55781, 1.64201)
P (2.32306, 1.43358, -1.78956)
C (1.19658, 2.45406, -2.79903)
C (-0.12688, 2.02117, -2.82896)
C (-1.06988, 2.68147, -3.60562)
C (-0.70131, 3.79059, -4.35038)
C (0.60745, 4.25432, -4.29504)
C (1.54767, 3.59645, -3.51863)
C (3.83412, 1.17787, -2.81135)
C (4.09732, 1.64839, -4.09418)
C (5.28685, 1.32895, -4.73836)
C (6.23548, 0.53692, -4.11229)
C (5.98165, 0.04857, -2.83594)
C (4.78964, 0.35735, -2.20362)
H (3.66314, 3.47839, 5.05771)
H (4.51455, 4.44191, 3.86009)
H (4.60185, 2.67578, 3.79274)
H (1.48862, 4.67329, 4.45662)
H (0.92099, 4.68638, 2.78181)
H (2.34838, 5.63010, 3.23640)
H (1.83294, 2.48376, 5.47891)
H (0.49912, 0.46640, 5.90093)
H (-0.18828, -0.97351, 4.02576)
H (1.64843, -2.25246, 3.27887)
H (1.90418, -4.64566, 3.69195)
H (0.81516, -6.30409, 2.21102)
H (-0.54127, -5.50395, 0.28255)
H (-0.84619, -3.11564, -0.10207)
H (-1.34107, 1.28364, -0.31382)
H (-3.79291, 1.59483, -0.73917)
H (-5.22877, 0.95420, 1.09214)
H (-4.40059, -0.50205, 2.96756)
H (-2.07858, -1.36134, 2.85976)
H (4.26986, 3.72158, -2.07031)
H (5.11050, 5.38551, -0.43919)
H (4.39784, 5.26840, 1.90364)
H (-0.43763, 1.15141, -2.25396)
H (-2.08678, 2.30982, -3.61969)
H (-1.42800, 4.30445, -4.96792)
H (0.89651, 5.13326, -4.85924)
H (2.55550, 3.98994, -3.46778)
H (3.36002, 2.23979, -4.61897)
H (5.46300, 1.69423, -5.74276)
H (7.15845, 0.28540, -4.61966)
H (6.70426, -0.58814, -2.34118)
H (4.58828, -0.04860, -1.21752)
Te (-1.72817, -3.36094, -3.51503)
Te (-0.80629, -3.94395, -5.99018)
Te (-0.12565, -1.43479, -6.80822)
Te (1.32154, -0.62425, -4.80499)
C (-4.87338, -3.54303, 1.57297)
C (-3.48643, -3.77533, 0.94275)
N (-3.56915, -3.75792, -0.51050)
C (-4.42859, -4.82963, -0.96821)
C (-5.86407, -4.63310, -0.40508)
N (-5.84855, -3.39466, 0.44469)
C (-5.47854, -2.19312, -0.39208)
C (-4.07220, -2.45974, -0.96192)
H (-4.88686, -2.60137, 2.12529)
H (-5.22069, -4.37254, 2.19092)
H (-3.06724, -4.72805, 1.26864)
H (-2.82277, -2.97587, 1.26462)
H (-4.02396, -5.78863, -0.64153)
H (-4.43793, -4.82243, -2.05711)
H (-6.19210, -5.45659, 0.22929)
H (-6.60438, -4.46883, -1.18797)
H (-6.77399, -3.24739, 0.83462)
H (-5.47414, -1.32334, 0.26402)
H (-6.25030, -2.10278, -1.15719)
H (-3.37288, -1.67124, -0.67273)
H (-4.09091, -2.45100, -2.05106)
O (-1.94147, -0.35900, -1.35120)

Atomic partial charges in e from the Mulliken method, atoms 1 to 6: Cu 0.094; C -1.836; C 2.003; C -1.616; C 0.853; C -0.512

***

2.
ORCA calculation (ωB97M-V with the def2-TZVPD basis set) on a molecular structure, C45H46AsClCrFN6OS3 in a non-equilibrium geometry.

Highest occupied orbital energy (spin up / spin down)   -4.16 / -4.65 eV
HOMO-LUMO gap (spin up / spin down)   6.2161 / 6.7068 eV
Charge   -1
E_LUMO (spin up / spin down)   2.06 / 2.06 eV
Spin multiplicity   5
Energy relative to the best compared isomer or geometry (same formula, charge and spin)   18.6 kcal per mole

Element x y z (Å)
Cr (-0.38302, 0.74998, -1.35449)
S (-1.57730, 0.21860, -3.36013)
C (-2.32011, -1.37196, -3.52799)
C (-3.40850, -1.75147, -2.74248)
C (-4.00428, -2.98490, -2.94070)
C (-3.42266, -3.88858, -3.84360)
C (-2.34580, -3.49905, -4.59736)
C (-1.77905, -2.25549, -4.42038)
As (-0.18284, -1.45567, -5.30123)
C (0.06755, -2.99529, -6.57998)
C (-0.80371, -3.01072, -7.63247)
C (-0.78879, -4.05073, -8.59802)
C (0.22575, -5.01124, -8.45392)
C (1.14900, -4.93120, -7.44707)
C (1.03865, -3.94536, -6.46589)
C (1.24542, -1.99998, -4.07873)
C (1.14875, -3.12422, -3.28274)
C (2.24967, -3.46777, -2.53479)
C (3.38417, -2.69636, -2.42921)
C (3.46465, -1.52082, -3.18997)
C (2.38637, -1.20117, -4.05709)
H (-3.77665, -1.13909, -1.94441)
H (-4.79769, -3.30725, -2.27647)
H (-3.79683, -4.87330, -4.04896)
H (-1.88311, -4.16981, -5.28770)
H (-1.57364, -2.25298, -7.56562)
H (-1.43509, -4.07191, -9.47198)
H (0.36949, -5.78858, -9.16040)
H (1.98152, -5.62231, -7.38550)
H (1.79472, -3.85090, -5.73840)
H (0.24654, -3.80797, -3.27358)
H (2.21779, -4.33299, -1.90285)
H (4.17430, -3.06700, -1.78704)
H (4.24383, -0.82007, -3.17326)
H (2.39244, -0.27613, -4.56435)
S (-3.61795, 0.77585, 2.10136)
C (-2.61212, 0.31376, 0.86172)
N (-1.95173, 0.14799, -0.07459)
F (4.72887, 2.96877, -4.15400)
C (3.62009, 2.45235, -3.54978)
C (2.40586, 2.47749, -4.23082)
C (1.24841, 1.90415, -3.63003)
C (1.27489, 1.43818, -2.33062)
C (2.58715, 1.36913, -1.71017)
C (3.72845, 1.90348, -2.28641)
H (2.38357, 2.98572, -5.19619)
H (0.35689, 1.90709, -4.25494)
H (2.57724, 1.04957, -0.68802)
H (4.66912, 1.85683, -1.79076)
C (-0.43302, 5.47526, 5.74564)
C (-1.60014, 4.55258, 5.46626)
C (-1.91303, 3.85869, 6.78572)
C (-2.82535, 5.37790, 5.10415)
C (-1.31991, 3.49803, 4.34169)
O (-2.55092, 2.78863, 4.21493)
C (-0.19969, 2.53439, 4.73328)
C (-0.15912, 1.20733, 3.99940)
C (1.11430, 0.40603, 4.38090)
C (2.17680, 0.38464, 3.49173)
C (3.21727, -0.46371, 3.76042)
C (3.12502, -1.39118, 4.75915)
Cl (4.40633, -2.58435, 4.97473)
C (2.11596, -1.27443, 5.70762)
C (1.09495, -0.37809, 5.50909)
C (-0.99302, 4.32713, 3.05014)
N (-0.31106, 3.60276, 2.02083)
C (-0.89748, 2.91507, 1.07232)
N (0.00851, 2.38573, 0.21389)
C (1.17803, 2.80253, 0.73850)
N (1.04731, 3.54771, 1.80403)
H (-0.81136, 6.23433, 6.39139)
H (-0.08000, 6.08178, 4.89670)
H (0.46770, 4.95455, 6.16457)
H (-2.36409, 4.61396, 7.38255)
H (-0.95538, 3.54863, 7.26523)
H (-2.66906, 3.05782, 6.68627)
H (-3.08683, 5.97827, 5.97708)
H (-3.61343, 4.72818, 4.69183)
H (-2.51961, 6.03744, 4.33397)
H (-2.55048, 1.99588, 3.63920)
H (-0.13887, 2.26231, 5.79808)
H (0.74578, 2.98928, 4.49599)
H (-0.20361, 1.34665, 2.93460)
H (-1.04191, 0.65594, 4.28215)
H (2.13550, 0.79342, 2.51379)
H (4.03714, -0.55412, 3.05611)
H (2.11165, -1.96459, 6.55579)
H (0.22689, -0.37197, 6.13158)
H (-0.37616, 5.20675, 3.33626)
H (-1.93647, 4.67466, 2.57211)
H (-1.98471, 2.85457, 0.99155)
H (2.17124, 2.72869, 0.29082)
C (-1.21940, -3.17588, -0.70711)
N (-0.90146, -2.73618, 0.64704)
C (-1.57116, -3.18352, 1.77394)
C (-1.11357, -2.48973, 2.81414)
N (-0.09407, -1.65078, 2.32446)
C (0.04283, -1.83736, 0.99283)
S (1.23031, -0.97787, 0.04231)
H (-2.28468, -3.19077, -0.83252)
H (-0.78728, -4.15296, -0.91407)
H (-0.77390, -2.52702, -1.47410)
H (-2.30359, -3.92055, 1.63113)
H (-1.37638, -2.51314, 3.83440)
H (0.40635, -1.04603, 2.95756)

Atomic partial charges in e from the Mulliken method, atoms 1 to 6: Cr 0.431; S -0.679; C 0.020; C -0.671; C -0.660; C -0.582

***

3.
ORCA calculation (ωB97M-V with the def2-TZVPD basis set) on a molecular structure, C45H46IrN2P2Si in a non-equilibrium geometry.

Highest occupied orbital energy (spin up / spin down)   -18.64 / -18.60 eV
HOMO-LUMO gap (spin up / spin down)   6.5018 / 5.4917 eV
Charge   +4
E_LUMO (spin up / spin down)   -12.13 / -13.11 eV
Spin multiplicity   2
Energy relative to the best compared isomer or geometry (same formula, charge and spin)   34.8 kcal per mole

Element x y z (Å)
Ir (0.30419, -0.09748, 0.22184)
C (-2.11690, -1.70202, 0.34160)
C (-2.90107, -1.94372, -0.78374)
C (-2.39355, -2.68966, -1.83377)
C (-1.10260, -3.21847, -1.77962)
C (-0.31670, -3.00062, -0.66721)
C (-0.80263, -2.21670, 0.39560)
H (-2.54076, -1.19289, 1.19879)
H (-3.92518, -1.59745, -0.81644)
H (-3.01982, -2.90256, -2.69140)
H (-0.74587, -3.85034, -2.58363)
H (0.64474, -3.48607, -0.57667)
H (-0.30133, -2.26984, 1.35868)
C (-3.23491, 1.40183, -0.32292)
Si (-1.48104, 1.19782, -0.82339)
C (-0.76168, 2.90442, -0.66819)
C (-1.20682, 3.95368, -1.47980)
C (-0.73580, 5.24826, -1.27996)
C (0.20268, 5.50641, -0.28723)
C (0.64489, 4.47808, 0.54189)
C (0.14402, 3.19606, 0.34828)
P (0.44924, 1.82285, 1.47071)
C (1.94434, 2.18270, 2.38114)
C (3.18251, 1.95546, 1.78345)
C (4.35375, 2.25654, 2.45918)
C (4.28641, 2.78406, 3.74631)
C (3.05636, 3.00680, 4.34943)
C (1.87876, 2.69349, 3.67921)
C (-0.96457, 1.82670, 2.57780)
C (-1.49841, 3.04074, 3.01639)
C (-2.57780, 3.04202, 3.88737)
C (-3.13481, 1.84314, 4.31608)
C (-2.61043, 0.63117, 3.88316)
C (-1.52820, 0.62312, 3.01482)
C (-1.13383, 0.56170, -2.51983)
C (-2.12843, 0.25061, -3.45186)
C (-1.78167, -0.16024, -4.73222)
C (-0.44216, -0.29950, -5.09201)
C (0.56167, -0.02029, -4.17732)
C (0.20706, 0.38226, -2.88748)
P (1.51047, 0.73692, -1.70869)
C (2.55475, -0.70582, -1.43451)
C (3.75072, -0.59914, -0.69414)
C (4.57125, -1.69981, -0.53604)
C (4.21768, -2.92163, -1.10895)
C (3.04247, -3.04108, -1.83583)
C (2.20602, -1.94489, -1.98976)
C (2.50907, 2.03962, -2.35932)
C (3.84690, 1.79241, -2.73010)
C (4.55708, 2.78154, -3.38166)
C (3.97900, 4.02554, -3.61357)
C (2.66594, 4.27877, -3.23214)
C (1.93115, 3.29513, -2.60050)
H (-3.64484, 2.16509, -0.99259)
H (-3.29928, 1.77534, 0.70189)
H (-3.85342, 0.51099, -0.39618)
H (-1.93322, 3.77287, -2.26711)
H (-1.09987, 6.05648, -1.90175)
H (0.58100, 6.51055, -0.14649)
H (1.36434, 4.68694, 1.32574)
H (3.21577, 1.58229, 0.77362)
H (5.31653, 2.09878, 1.98819)
H (5.19739, 3.03407, 4.27482)
H (3.00926, 3.43349, 5.34330)
H (0.92384, 2.87117, 4.15820)
H (-1.08832, 3.98243, 2.67180)
H (-2.99207, 3.98304, 4.22568)
H (-3.98669, 1.85461, 4.98366)
H (-3.04918, -0.29890, 4.22210)
H (-1.12706, -0.32513, 2.66901)
H (-3.17602, 0.37061, -3.19687)
H (-2.55565, -0.35783, -5.46332)
H (-0.18022, -0.62505, -6.09063)
H (1.60170, -0.12712, -4.46553)
H (4.06537, 0.35255, -0.29918)
H (5.50573, -1.60527, 0.00325)
H (4.87671, -3.77550, -1.00733)
H (2.79676, -3.98116, -2.31540)
H (1.31210, -2.02711, -2.59212)
H (4.30881, 0.83011, -2.57335)
H (5.56413, 2.57966, -3.72198)
H (4.55798, 4.80105, -4.09881)
H (2.22130, 5.24604, -3.42706)
H (0.91409, 3.48902, -2.30735)
N (2.54604, -2.96662, 5.25975)
C (3.01636, -2.64017, 3.85386)
C (1.87395, -2.39099, 2.84861)
N (1.61727, -0.98769, 2.47796)
H (3.34726, -3.14614, 5.87393)
H (1.97031, -3.81249, 5.28114)
H (2.00818, -2.21265, 5.69125)
H (3.61554, -3.49336, 3.54492)
H (3.67549, -1.77790, 3.93691)
H (0.94321, -2.82631, 3.22159)
H (2.12615, -2.93334, 1.93771)
H (2.47777, -0.52506, 2.19306)
H (1.23341, -0.44304, 3.24550)

Atomic partial charges in e from the Mulliken method, atoms 1 to 6: Ir 1.858; C -0.494; C -0.463; C -0.595; C -0.750; C -0.139